<P>
A 2-piece molecular cluster, C11H14N2O2 overall. Source: the Open Molecules 2025 dataset; level of theory: the ωB97M-V functional and the def2-TZVPD basis.

Bonds (Å) are listed after each position.
CARTESIAN COORDINATES (ANGSTROEM)
1 C -0.314 -2.352 -0.031  C11 1.425, N12 1.168
2 C 3.283 0.395 0.799  C3 1.323, C4 1.457, H16 1.127
3 C 2.567 0.518 1.904  C2 1.323, O14 1.356, H17 1.009
4 C 2.586 -0.425 -0.184  C2 1.457, C5 1.361, C10 1.497
5 C 1.437 -0.744 0.472  C4 1.361, O14 1.403
6 C -1.873 -0.189 1.102  C8 1.507, N13 1.468, H18 1.190, H19 1.107
7 C -2.587 0.421 -1.206  C9 1.526, N13 1.412, H20 1.156, H21 1.086
8 C -1.432 1.239 1.295  C6 1.507, O15 1.354, H22 1.143, H23 1.176
9 C -2.008 1.798 -0.893  C7 1.526, O15 1.363, H24 1.152, H25 1.159
10 C 2.907 -0.846 -1.585  C4 1.497, H26 1.119, H27 1.169, H28 1.146
11 C -1.141 -1.483 -0.800  C1 1.425, N13 1.353, H29 1.111
12 N -0.035 -3.338 0.530  C1 1.168
13 N -1.873 -0.440 -0.344  C6 1.468, C7 1.412, C11 1.353
14 O 1.444 -0.230 1.777  C3 1.356, C5 1.403
15 O -1.969 2.129 0.428  C8 1.354, C9 1.363
16 H 4.257 0.950 0.683  C2 1.127
17 H 2.694 0.940 2.813  C3 1.009
18 H -1.253 -0.974 1.747  C6 1.190
19 H -2.889 -0.317 1.524  C6 1.107
20 H -3.736 0.450 -1.083  C7 1.156
21 H -2.397 0.180 -2.247  C7 1.086
22 H -1.749 1.641 2.317  C8 1.143
23 H -0.260 1.192 1.203  C8 1.176
24 H -0.894 1.683 -1.163  C9 1.152
25 H -2.452 2.695 -1.478  C9 1.159
26 H 3.605 -1.696 -1.376  C10 1.119
27 H 2.058 -1.376 -2.188  C10 1.169
28 H 3.315 0.042 -2.184  C10 1.146
29 H -1.291 -1.865 -1.832  C11 1.111

Output
* Kohn-Sham gap (alpha / beta): 8.4 / 5.8 eV

---

<Q>
An isolated molecule of C11H14N2O2. Source: the Open Molecules 2025 dataset; level of theory: the ωB97M-V functional and the def2-TZVPD basis.

Bonds (Å) are listed after each position.
CARTESIAN COORDINATES (ANGSTROEM)
1 C 4.014 0.115 -1.057  C2 1.392, C3 1.366, H16 1.046
2 C 3.759 1.277 -0.335  C1 1.392, C4 1.326, H17 1.089
3 C 3.107 -0.906 -1.033  C1 1.366, C5 1.493, H18 1.062
4 C 2.578 1.480 0.234  C2 1.326, N12 1.362, H19 1.178
5 C 1.819 -0.636 -0.329  C3 1.493, C6 1.459, N12 1.439
6 C 1.075 -1.813 0.106  C5 1.459, C7 1.548, O15 1.247
7 C 0.498 -1.701 1.538  C6 1.548, N13 1.435, H20 1.116, H21 1.086
8 C 0.188 1.006 0.492  C10 1.484, N12 1.376, H22 1.042
9 C -3.295 -0.121 -0.865  C11 1.520, H23 1.199, H24 1.079, H25 1.206
10 C -0.900 0.647 -0.451  C8 1.484, C11 1.582, H26 1.041, H27 1.057
11 C -2.104 -0.236 0.073  C9 1.520, C10 1.582, H28 1.112, H29 1.026
12 N 1.480 0.678 0.150  C4 1.362, C5 1.439, C8 1.376
13 N 0.315 -0.380 2.066  C7 1.435, O14 1.270
14 O 1.082 0.073 2.973  N13 1.270
15 O 1.058 -2.932 -0.443  C6 1.247
16 H 4.891 -0.134 -1.570  C1 1.046
17 H 4.541 2.025 -0.211  C2 1.089
18 H 3.327 -1.782 -1.593  C3 1.062
19 H 2.262 2.522 0.681  C4 1.178
20 H -0.516 -2.161 1.617  C7 1.116
21 H 1.320 -2.252 1.985  C7 1.086
22 H -0.006 1.853 1.067  C8 1.042
23 H -2.787 -0.059 -1.949  C9 1.199
24 H -3.873 0.776 -0.707  C9 1.079
25 H -4.008 -1.094 -0.854  C9 1.206
26 H -1.280 1.494 -0.922  C10 1.041
27 H -0.483 -0.014 -1.162  C10 1.057
28 H -1.621 -1.233 0.176  C11 1.112
29 H -2.348 0.142 0.994  C11 1.026

Output
* Kohn-Sham gap (alpha / beta): 6.8 / 6.8 eV

---

It comes down to <Q>, which is 0.0352 hartree more stable than the next structure.

---

<P>
An isolated molecule of C3H3BrOS. Source: the Open Molecules 2025 dataset; level of theory: the ωB97M-V functional and the def2-TZVPD basis.

Bonds (Å) are listed after each position.
CARTESIAN COORDINATES (ANGSTROEM)
1 O -0.517 2.085 -1.318  C2 1.174
2 C 0.178 1.297 -0.794  O1 1.174, Br3 1.969, C4 1.600
3 Br 2.129 1.536 -0.891  C2 1.969
4 C -0.401 0.145 0.153  C2 1.600, C5 1.787, H7 1.069, H8 1.023
5 C 0.019 -1.515 0.665  C4 1.787, S6 1.589, H9 1.161
6 S -0.309 -2.885 -0.073  C5 1.589
7 H -1.350 0.058 -0.332  C4 1.069
8 H -0.433 0.752 0.975  C4 1.023
9 H 0.684 -1.473 1.615  C5 1.161

Output
* SMILES string: O=C(Br)CC=S
* Kohn-Sham gap: 8.5 eV

---

<Q>
An isolated molecule of C3H3BrOS. Source: the Open Molecules 2025 dataset; level of theory: the ωB97M-V functional and the def2-TZVPD basis.

Bonds (Å) are listed after each position.
CARTESIAN COORDINATES (ANGSTROEM)
1 C -0.364 -1.009 -0.615  C2 1.515, H7 1.168, H8 1.156, H9 1.055
2 C -0.055 -0.164 0.604  C1 1.515, O3 1.221, C4 1.462
3 O -0.314 -0.585 1.721  C2 1.221
4 C 0.472 1.186 0.405  C2 1.462, S5 1.961, Br6 1.811
5 S 0.837 2.499 1.816  C4 1.961
6 Br 0.731 1.818 -1.272  C4 1.811
7 H -1.205 -0.541 -1.277  C1 1.168
8 H 0.531 -1.313 -1.278  C1 1.156
9 H -0.633 -1.892 -0.104  C1 1.055

Output
* SMILES string: CC(=O)C(=S)Br
* Kohn-Sham gap (alpha / beta): 6.7 / 6.7 eV

---

It comes down to <P>, which is 0.0238 hartree more stable than the next structure.